#i
Density functional theory data (ωB97M-V with the def2-TZVPD basis set) for 3 unconnected molecules or ions with the total composition C3H12NO2.

Geometry as XYZ:
```
18
C3H12NO2 (ωB97M-V with the def2-TZVPD basis set)
C -2.76 -0.13 0.07
C -1.27 -0.06 0.11
C -0.48 -0.93 0.70
N 0.99 -0.75 0.53
H -3.14 0.91 -0.17
H -3.11 -0.97 -0.65
H -3.15 -0.43 1.05
H -0.99 0.94 -0.39
H -0.64 -1.67 1.40
H 1.08 -1.08 -0.43
H 1.30 0.24 0.55
H 1.66 -1.23 1.13
H 1.93 2.12 1.64
H 1.27 2.92 0.59
O 1.11 2.19 1.06
H 2.22 0.08 -2.59
H 1.97 -1.47 -2.55
O 2.01 -0.66 -2.04
```

Values from the calculation:
Spin multiplicity: 1
Kohn-Sham gap, eV: 11.0
Charge: +1



#ii
Density functional theory data (ωB97M-V with the def2-TZVPD basis set) for 2 unconnected molecules or ions with the total composition C3H12NO2.

Geometry as XYZ:
```
18
C3H12NO2 (ωB97M-V with the def2-TZVPD basis set)
C -0.55 0.51 -0.68
C -1.20 -0.30 0.51
C -2.64 -0.85 0.14
O -0.19 -1.27 0.87
N 0.86 0.86 -0.31
H -0.55 -0.04 -1.64
H -0.99 1.48 -0.92
H -1.43 0.43 1.35
H -3.31 -0.13 -0.18
H -3.04 -1.16 1.06
H -2.48 -1.60 -0.60
H -0.22 -1.46 1.85
H 1.23 0.12 0.23
H 1.07 1.61 0.42
H 1.46 1.02 -1.18
H 3.93 -0.34 -0.87
H 4.35 0.91 0.06
O 3.70 0.21 -0.11
```

Values from the calculation:
Spin multiplicity: 1
Kohn-Sham gap, eV: 11.4
Charge: +1



So which one is most stable? That would be #ii, about 0.0214 hartree below the next structure.



#i
Density functional theory data (ωB97M-V with the def2-TZVPD basis set) for 2 unconnected molecules or ions with the total composition C3H12NO2.

Geometry as XYZ:
```
18
C3H12NO2 (ωB97M-V with the def2-TZVPD basis set)
C -0.57 1.35 -0.12
C 0.31 0.89 -1.26
C 1.55 0.13 -0.68
O 1.08 -1.11 -0.13
N -1.44 0.25 0.41
H -1.20 2.19 -0.42
H 0.05 1.84 0.62
H -0.20 0.26 -1.99
H 0.73 1.70 -1.86
H 2.42 -0.02 -1.30
H 1.81 0.71 0.21
H 1.25 -1.88 -0.69
H -1.73 -0.22 -0.44
H -2.25 0.62 0.90
H -0.98 -0.46 1.04
H -0.75 -2.39 2.51
H 0.43 -1.81 1.54
O -0.51 -2.03 1.65
```

Values from the calculation:
Spin multiplicity: 1
Kohn-Sham gap, eV: 11.6
Charge: +1



#ii
Density functional theory data (ωB97M-V with the def2-TZVPD basis set) for 2 unconnected molecules or ions with the total composition C3H12NO2.

Geometry as XYZ:
```
18
C3H12NO2 (ωB97M-V with the def2-TZVPD basis set)
C 0.80 -0.08 -1.05
C 1.36 -1.00 0.04
C 0.64 -0.92 1.38
O -0.76 -1.00 1.17
N -0.70 0.02 -1.16
H 1.12 -0.42 -2.03
H 1.14 0.92 -0.97
H 1.56 -2.04 -0.24
H 2.33 -0.53 0.11
H 1.05 -1.63 2.10
H 0.79 0.07 1.78
H -1.22 -1.80 1.44
H -0.84 0.42 -2.09
H -1.16 0.60 -0.47
H -1.22 -0.86 -1.16
H -1.79 2.70 -0.48
H -1.02 2.80 0.71
O -0.87 2.58 -0.22
```

Values from the calculation:
Spin multiplicity: 1
Kohn-Sham gap, eV: 11.4
Charge: +1



So which one is most stable? That would be #i, about 0.0098 hartree below the next structure.



#i
Density functional theory data (ωB97M-V with the def2-TZVPD basis set) for 3 unconnected molecules or ions with the total composition C3H12NO2.

Geometry as XYZ:
```
18
C3H12NO2 (ωB97M-V with the def2-TZVPD basis set)
C 1.78 2.15 1.73
C 0.46 1.47 1.31
C -0.03 0.33 1.88
N -1.12 -0.33 1.09
H 1.43 3.07 2.27
H 2.67 2.23 0.97
H 2.09 1.50 2.66
H -0.16 2.07 0.67
H 0.28 -0.30 2.68
H -1.54 -1.06 1.70
H -0.99 -0.64 0.05
H -1.81 0.39 0.89
H -0.34 -0.70 -2.18
H 0.56 -1.45 -1.07
O -0.04 -0.78 -1.25
H -1.79 -2.74 -4.64
H -0.40 -2.86 -4.62
O -1.05 -2.35 -4.14
```

Values from the calculation:
Spin multiplicity: 1
Kohn-Sham gap, eV: 10.9
Charge: +1



#ii
Density functional theory data (ωB97M-V with the def2-TZVPD basis set) for 3 unconnected molecules or ions with the total composition C3H12NO2.

Geometry as XYZ:
```
18
C3H12NO2 (ωB97M-V with the def2-TZVPD basis set)
C 2.23 0.66 -0.10
C 0.79 1.11 0.10
C 0.05 -0.35 1.83
N -0.12 0.10 0.66
H 2.73 0.59 0.87
H 2.24 -0.26 -0.65
H 2.77 1.42 -0.62
H 0.67 2.00 0.73
H 0.37 1.49 -0.82
H -0.59 -1.16 2.16
H 0.75 0.13 2.48
H -0.75 -0.42 0.04
H -2.42 0.44 -1.98
H -1.24 0.98 -2.79
O -1.45 0.49 -1.99
H -1.47 -2.94 0.20
H -2.71 -2.22 -0.27
O -1.85 -2.05 0.13
```

Values from the calculation:
Spin multiplicity: 1
Kohn-Sham gap, eV: 11.1
Charge: +1



So which one is most stable? That would be #ii, about 0.0494 hartree below the next structure.



#i
Density functional theory data (ωB97M-V with the def2-TZVPD basis set) for 5 unconnected molecules or ions with the total composition C10H20Br10.

Geometry as XYZ:
```
40
C10H20Br10 (ωB97M-V with the def2-TZVPD basis set)
Br 0.37 2.26 -0.59
C -0.16 2.06 1.31
C 0.44 0.75 1.83
Br -0.22 0.39 3.76
H -1.24 2.10 1.40
H 0.31 2.93 1.77
H 1.52 0.84 1.70
H 0.09 -0.08 1.22
Br 3.82 1.96 -3.08
C 2.75 3.58 -2.94
C 1.92 3.82 -4.25
Br 1.47 5.73 -4.31
H 3.47 4.38 -2.79
H 2.14 3.55 -2.04
H 1.08 3.13 -4.23
H 2.43 3.64 -5.20
Br -4.27 2.13 -0.33
C -4.61 1.33 1.46
C -4.77 -0.22 1.24
Br -3.22 -1.00 0.32
H -5.45 1.77 2.00
H -3.78 1.65 2.09
H -5.70 -0.27 0.66
H -4.92 -0.65 2.23
Br 0.01 -5.59 3.91
C -0.90 -4.01 3.18
C -0.18 -3.48 2.04
Br 1.64 -2.90 2.51
H -1.10 -3.26 3.95
H -1.84 -4.37 2.75
H -0.73 -2.66 1.57
H -0.18 -4.26 1.28
Br 4.15 -0.61 -0.81
C 2.43 -1.17 -1.53
C 2.53 -2.66 -2.12
Br 0.75 -3.42 -2.46
H 2.12 -0.57 -2.38
H 1.72 -0.94 -0.73
H 3.03 -3.26 -1.35
H 3.12 -2.61 -3.03
```

Values from the calculation:
Spin multiplicity: 1
Kohn-Sham gap, eV: 9.8
SMILES: BrCCBr.BrCCBr.BrCCBr.BrCCBr.BrCCBr



#ii
Density functional theory data (ωB97M-V with the def2-TZVPD basis set) for 5 unconnected molecules or ions with the total composition C10H20Br10.

Geometry as XYZ:
```
40
C10H20Br10 (ωB97M-V with the def2-TZVPD basis set)
Br -1.61 2.89 -1.36
C -2.87 4.35 -1.66
C -2.30 5.59 -1.04
Br -3.57 7.05 -1.09
H -3.79 4.01 -1.18
H -3.07 4.48 -2.72
H -1.42 5.93 -1.60
H -1.95 5.43 -0.02
Br 4.24 -4.63 -2.54
C 2.53 -4.84 -3.44
C 1.96 -3.49 -3.73
Br 0.27 -3.71 -4.66
H 1.88 -5.38 -2.75
H 2.69 -5.44 -4.32
H 2.60 -2.82 -4.29
H 1.73 -2.97 -2.80
Br -0.94 0.34 2.10
C -0.38 0.01 0.30
C -1.47 -0.64 -0.53
Br -0.71 -1.79 -1.89
H 0.49 -0.63 0.39
H -0.04 0.89 -0.25
H -2.03 0.14 -1.05
H -2.18 -1.25 0.02
Br 2.01 -2.21 1.84
C 1.11 -3.71 0.99
C 2.05 -4.33 0.00
Br 1.22 -5.90 -0.77
H 0.21 -3.31 0.53
H 0.80 -4.40 1.77
H 3.01 -4.54 0.45
H 2.28 -3.66 -0.83
Br 0.55 5.24 3.20
C -0.54 3.77 3.82
C -0.12 3.37 5.20
Br -1.33 1.98 5.82
H -0.42 2.95 3.12
H -1.58 4.08 3.81
H -0.22 4.18 5.92
H 0.89 2.97 5.24
```

Values from the calculation:
Spin multiplicity: 1
Kohn-Sham gap, eV: 10.5
SMILES: BrCCBr.BrCCBr.BrCCBr.BrCCBr.BrCCBr



So which one is most stable? That would be #ii, about 0.0303 hartree below the next structure.



#i
Density functional theory data (ωB97M-V with the def2-TZVPD basis set) for 5 unconnected molecules or ions with the total composition C10H20Br10.

Geometry as XYZ:
```
40
C10H20Br10 (ωB97M-V with the def2-TZVPD basis set)
Br 0.49 5.98 -1.27
C -1.01 5.90 0.01
C -1.67 4.53 0.00
Br -2.66 4.40 1.67
H -1.73 6.68 -0.23
H -0.51 6.06 0.96
H -0.94 3.72 -0.01
H -2.28 4.42 -0.89
Br 9.33 -1.07 1.72
C 7.97 0.26 1.15
C 6.71 -0.44 0.77
Br 5.26 0.87 0.56
H 8.44 0.89 0.40
H 7.88 0.98 1.96
H 6.42 -1.18 1.51
H 6.75 -0.87 -0.23
Br -0.38 -0.23 -1.70
C 0.27 0.22 0.11
C 1.75 0.48 0.01
Br 2.13 2.20 -0.88
H -0.01 -0.62 0.73
H -0.32 1.11 0.32
H 2.22 -0.29 -0.59
H 2.30 0.46 0.95
Br -2.27 -6.99 0.22
C -2.85 -5.10 0.15
C -1.80 -4.34 0.89
Br -2.10 -2.41 0.64
H -3.83 -5.04 0.63
H -2.96 -4.87 -0.90
H -0.80 -4.57 0.53
H -1.73 -4.61 1.95
Br -5.48 -2.88 -2.15
C -5.24 -1.29 -1.07
C -4.32 -0.31 -1.76
Br -3.92 1.17 -0.53
H -4.80 -1.64 -0.14
H -6.24 -0.92 -0.85
H -4.74 0.10 -2.67
H -3.35 -0.75 -1.98
```

Values from the calculation:
Spin multiplicity: 1
Kohn-Sham gap, eV: 10.3
SMILES: BrCCBr.BrCCBr.BrCCBr.BrCCBr.BrCCBr



#ii
Density functional theory data (ωB97M-V with the def2-TZVPD basis set) for 5 unconnected molecules or ions with the total composition C10H20Br10.

Geometry as XYZ:
```
40
C10H20Br10 (ωB97M-V with the def2-TZVPD basis set)
Br -0.70 -5.62 2.67
C -2.24 -4.69 3.46
C -3.09 -3.97 2.42
Br -2.20 -2.43 1.70
H -1.90 -3.93 4.16
H -2.85 -5.39 4.04
H -4.07 -3.72 2.83
H -3.35 -4.62 1.57
Br -4.87 -0.50 2.68
C -5.38 0.08 0.85
C -4.70 1.40 0.55
Br -5.31 2.03 -1.23
H -6.45 0.15 0.72
H -5.08 -0.68 0.12
H -3.62 1.48 0.60
H -5.12 2.13 1.24
Br -0.97 2.01 -1.28
C -0.51 0.31 -0.41
C 0.24 0.66 0.85
Br -1.07 1.08 2.29
H 0.16 -0.16 -1.12
H -1.41 -0.27 -0.20
H 1.03 1.40 0.72
H 0.68 -0.26 1.23
Br 3.76 1.79 2.07
C 4.15 3.37 1.03
C 4.27 3.01 -0.46
Br 4.53 4.63 -1.48
H 5.11 3.79 1.33
H 3.37 4.08 1.24
H 3.39 2.47 -0.81
H 5.13 2.37 -0.63
Br 1.98 0.88 -3.04
C 3.07 -0.58 -3.74
C 4.39 -0.14 -4.33
Br 4.14 0.78 -6.06
H 2.47 -1.06 -4.51
H 3.13 -1.32 -2.95
H 4.99 -1.02 -4.54
H 4.92 0.47 -3.60
```

Values from the calculation:
Spin multiplicity: 1
Kohn-Sham gap, eV: 10.0
SMILES: BrCCBr.BrCCBr.BrCCBr.BrCCBr.BrCCBr



So which one is most stable? That would be #i, about 0.0110 hartree below the next structure.